1.
C39H25F5N6O7S4Ti | ωB97M-V with the def2-TZVPD basis set

Results
- energy relative to the best compared isomer or geometry (same formula, charge and spin) (kcal/mol) = 14.15
- largest force on an atom (eV/A) = 0.6
- electronic energy (eV) = -144167.5663

```
! wB97M-V def2-TZVPD RIJCOSX def2/J DEFGRID3
* xyz 0 1
Ti -0.34 1.36 0.58
F 6.40 -0.43 1.60
C 5.33 0.26 1.21
C 4.37 0.65 2.13
F 4.53 0.33 3.41
C 3.27 1.36 1.70
F 2.35 1.68 2.62
C 3.06 1.70 0.37
S 1.66 2.62 -0.16
C 4.04 1.28 -0.53
F 3.91 1.55 -1.83
C 5.16 0.58 -0.13
F 6.08 0.19 -1.02
O -0.30 2.86 4.64
C -0.23 4.17 4.35
C -0.01 5.02 5.44
C 0.08 6.39 5.25
C -0.05 6.94 3.97
C -0.28 6.10 2.90
C -0.37 4.72 3.07
C -0.61 3.88 1.88
O -0.55 2.56 2.02
N -0.85 4.41 0.73
N -0.98 3.42 -0.24
C -1.41 3.91 -1.35
S -1.65 2.97 -2.80
C -2.69 4.21 -3.60
C -2.12 5.57 -3.26
S -1.81 5.62 -1.47
H -0.41 2.35 3.82
H 0.10 4.58 6.42
H 0.26 7.03 6.10
H 0.02 8.01 3.83
H -0.38 6.50 1.90
H -3.71 4.11 -3.25
H -2.66 4.01 -4.67
H -2.82 6.37 -3.49
H -1.18 5.75 -3.79
C 2.43 -6.10 -1.39
O 1.21 -5.65 -0.83
C 0.27 -5.15 -1.68
C -0.92 -4.72 -1.10
C -1.92 -4.17 -1.88
C -1.74 -4.06 -3.26
C -0.59 -4.56 -3.84
C 0.44 -5.08 -3.06
N -2.71 -3.54 -4.19
N -3.33 -2.49 -4.01
C -3.01 -1.59 -2.94
C -3.98 -1.31 -2.01
C -3.74 -0.47 -0.91
C -2.52 0.13 -0.77
O -2.15 0.93 0.22
C -1.52 -0.11 -1.75
N -0.35 0.55 -1.52
C 0.62 0.42 -2.40
C 0.47 -0.34 -3.57
C -0.70 -1.00 -3.81
C -1.75 -0.93 -2.86
H 3.03 -6.44 -0.55
H 2.95 -5.30 -1.91
H 2.26 -6.93 -2.08
H -1.05 -4.83 -0.04
H -2.83 -3.83 -1.41
H -0.49 -4.53 -4.92
H 1.34 -5.44 -3.54
H -4.94 -1.79 -2.12
H -4.51 -0.30 -0.16
H 1.54 0.96 -2.18
H 1.29 -0.38 -4.28
H -0.83 -1.58 -4.71
O -2.73 -1.54 2.21
S -1.51 -1.31 2.91
O -1.55 -0.93 4.29
N -0.55 -0.27 2.05
C 0.46 -0.89 1.47
O 1.12 -0.22 0.63
C 0.64 -2.31 1.84
C 1.63 -3.20 1.49
C 1.55 -4.49 1.99
C 0.50 -4.87 2.82
C -0.50 -3.97 3.17
C -0.41 -2.69 2.67
H 2.43 -2.89 0.83
H 2.31 -5.22 1.73
H 0.46 -5.88 3.20
H -1.32 -4.26 3.82
*
```

Here are the Mulliken charges for atoms 1 to 5, given in e:
1. Ti -0.528
2. F -0.318
3. C 0.777
4. C -0.079
5. F -0.334

***

2.
C12H13NO3S | ωB97M-V with the def2-TZVPD basis set

Results
- energy relative to the best compared isomer or geometry (same formula, charge and spin) (kcal/mol) = 47.86
- largest force on an atom (eV/A) = 1.1
- electronic energy (eV) = -31121.8427

```
! wB97M-V def2-TZVPD RIJCOSX def2/J DEFGRID3
* xyz 0 1
O -0.96 -3.02 3.21
C -0.69 -2.22 2.35
C -1.61 -1.02 2.08
O -1.17 -0.17 1.03
C -0.70 1.05 1.39
O -0.65 1.43 2.53
C -0.26 1.84 0.23
C -0.36 1.42 -1.04
C 0.05 2.17 -2.19
C 0.62 3.42 -2.27
C 0.88 3.82 -3.59
C 0.51 2.88 -4.51
S -0.16 1.49 -3.78
N 0.39 -2.26 1.54
C 1.45 -3.22 1.56
C 2.00 -3.73 2.86
C 1.22 -4.64 1.96
H -1.71 -0.45 3.01
H -2.60 -1.41 1.80
H 0.15 2.80 0.49
H -0.79 0.45 -1.24
H 0.84 4.03 -1.41
H 1.32 4.76 -3.86
H 0.59 2.93 -5.58
H 0.47 -1.52 0.85
H 2.15 -3.03 0.76
H 3.07 -3.87 2.94
H 1.52 -3.41 3.77
H 1.74 -5.41 1.41
H 0.23 -4.91 2.29
*
```

Here are the Mulliken charges for atoms 1 to 5, given in e:
1. O -0.667
2. C 0.435
3. C -0.439
4. O -0.330
5. C 0.492

***

3.
C16H55NO25S | ωB97M-V with the def2-TZVPD basis set

Results
- energy relative to the best compared isomer or geometry (same formula, charge and spin) (kcal/mol) = 177.05
- largest force on an atom (eV/A) = 5.2
- electronic energy (eV) = -80989.1488

```
! wB97M-V def2-TZVPD RIJCOSX def2/J DEFGRID3
* xyz 0 1
C -6.07 1.03 1.27
C -4.58 1.14 0.65
O -3.97 2.23 0.87
O -3.97 0.05 -0.09
C -3.16 -0.64 0.92
O -3.63 -1.65 1.49
C -1.74 0.01 1.25
C -0.48 -0.94 0.97
C 0.72 -0.71 2.06
C 0.89 0.89 2.19
C 2.29 1.21 2.94
N 3.05 2.31 2.29
C 2.37 3.63 2.40
C 1.47 4.04 1.15
C 0.04 4.61 1.47
C -0.93 5.08 0.35
C -0.50 5.03 -1.16
C 0.91 4.45 -1.49
C 1.87 3.97 -0.35
O 3.17 3.49 -0.74
C -0.69 -2.53 0.83
O 0.18 -3.00 -0.29
S -0.17 -1.83 -1.49
O 0.86 -1.71 -2.59
O -1.59 -1.76 -2.02
O -0.10 -0.52 -0.40
H -6.69 0.23 0.74
H -6.02 0.73 2.38
H -6.61 2.02 1.16
H -1.60 0.96 0.62
H -1.81 0.39 2.35
H 0.51 -1.22 3.06
H 1.70 -1.19 1.66
H 0.06 1.40 2.79
H 0.99 1.29 1.11
H 2.12 1.40 4.05
H 2.94 0.26 2.84
H 3.36 2.09 1.34
H 1.65 3.56 3.30
H 3.15 4.44 2.68
H -0.31 4.70 2.57
H -1.98 5.48 0.59
H -1.21 5.40 -1.98
H 1.21 4.43 -2.61
H 3.10 2.51 -0.69
H -0.27 -3.11 1.72
H -1.70 -2.95 0.52
O 3.32 -0.70 0.17
H 2.66 -0.95 -0.47
H 4.14 -0.66 -0.34
O 2.86 -4.33 -1.45
H 2.03 -4.02 -1.06
H 3.06 -3.67 -2.13
O -3.89 5.35 1.19
H -4.71 5.86 1.17
H -4.19 4.45 1.37
O 0.03 -5.50 -2.36
H -0.64 -5.29 -3.04
H -0.04 -4.76 -1.74
O 3.10 -3.04 2.67
H 3.09 -4.00 2.67
H 3.61 -2.81 1.87
O -6.16 3.65 -0.47
H -5.91 4.51 -0.84
H -5.50 3.04 -0.81
O -1.81 -4.03 -3.92
H -1.72 -3.30 -3.29
H -2.63 -3.84 -4.40
O 2.35 -6.38 2.84
H 2.45 -6.94 2.06
H 1.43 -6.50 3.11
O -4.34 -5.20 -5.04
H -3.85 -6.03 -5.08
H -4.98 -5.34 -4.32
O 5.25 -3.61 0.90
H 4.58 -3.87 0.25
H 6.07 -3.56 0.38
O 7.15 -4.25 -1.23
H 7.13 -5.21 -1.23
H 7.65 -4.02 -2.02
O 6.85 -3.72 -4.05
H 6.02 -3.42 -3.66
H 7.05 -3.05 -4.72
O -5.36 6.53 -2.15
H -6.02 6.69 -2.84
H -5.46 7.28 -1.56
O -0.85 7.11 -3.69
H -1.67 7.42 -3.28
H -0.65 7.78 -4.35
O 3.39 -0.31 5.21
H 3.86 -1.12 4.98
H 3.88 0.03 5.97
O 2.48 4.12 5.56
H 2.96 3.32 5.32
H 2.97 4.47 6.31
O -6.95 -6.11 -7.14
H -6.47 -6.91 -7.36
H -6.46 -5.74 -6.39
*
```

Here are the Mulliken charges for atoms 1 to 5, given in e:
1. C -0.940
2. C 0.523
3. O -0.410
4. O -0.278
5. C 0.293

***

4.
C22H66O22 | ωB97M-V with the def2-TZVPD basis set

Results
- energy relative to the best compared isomer or geometry (same formula, charge and spin) (kcal/mol) = 250.10
- largest force on an atom (eV/A) = 10.2
- electronic energy (eV) = -68914.1654

```
! wB97M-V def2-TZVPD RIJCOSX def2/J DEFGRID3
* xyz 0 1
C -3.25 -3.15 3.54
C -2.70 -2.09 4.47
O -2.65 -0.84 3.78
O -2.18 -3.78 2.81
H -3.96 -2.75 2.82
H -3.70 -3.93 4.16
H -1.69 -2.35 4.79
H -3.34 -2.01 5.35
H -2.73 -0.08 4.37
H -2.60 -4.45 2.26
C -0.53 4.73 -3.77
C 0.14 3.95 -2.66
O -0.16 4.49 -1.37
O 0.33 5.81 -4.16
H -1.49 5.17 -3.47
H -0.87 4.07 -4.58
H 1.23 4.03 -2.77
H -0.20 2.92 -2.65
H 0.53 5.12 -1.14
H 0.02 6.11 -5.02
C 0.74 -0.14 -0.04
C -0.42 -0.74 0.76
O -0.64 0.00 1.97
O 0.51 1.01 -0.80
H 0.98 -0.95 -0.75
H 1.63 -0.12 0.60
H -0.16 -1.79 0.89
H -1.35 -0.69 0.17
H -1.39 -0.40 2.44
H 1.23 1.16 -1.42
C -4.71 -3.87 0.16
C -3.85 -2.62 0.36
O -3.04 -2.30 -0.77
O -3.90 -5.02 -0.01
H -5.39 -3.75 -0.69
H -5.37 -4.05 1.01
H -3.24 -2.71 1.26
H -4.50 -1.75 0.50
H -2.85 -3.15 -1.19
H -3.68 -5.21 -0.92
C 4.86 0.65 1.85
C 3.98 -0.06 0.84
O 4.01 -1.48 0.98
O 6.20 0.18 1.72
H 4.46 0.61 2.86
H 4.89 1.68 1.49
H 4.35 0.22 -0.15
H 2.94 0.27 0.89
H 4.08 -1.73 1.92
H 6.77 0.79 2.19
C -0.17 4.77 2.32
C 0.26 3.41 1.83
O -0.82 2.82 1.12
O -0.81 5.55 1.31
H 0.68 5.30 2.78
H -0.91 4.66 3.12
H 0.50 2.75 2.68
H 1.19 3.37 1.24
H -0.62 1.88 1.06
H -0.85 6.44 1.67
C 3.26 -3.35 -1.77
C 2.28 -2.16 -1.83
O 1.62 -1.95 -0.59
O 4.51 -3.02 -1.20
H 3.41 -3.76 -2.76
H 2.74 -4.10 -1.16
H 1.56 -2.32 -2.63
H 2.85 -1.23 -1.99
H 2.27 -1.94 0.12
H 4.35 -2.47 -0.39
C -1.71 -0.37 -3.00
C -0.29 -0.53 -3.52
O -0.26 -0.97 -4.88
O -2.28 0.89 -3.27
H -1.73 -0.49 -1.92
H -2.37 -1.14 -3.41
H 0.33 -1.16 -2.86
H 0.19 0.45 -3.50
H -0.44 -1.92 -4.86
H -2.46 1.07 -4.20
C -4.44 2.78 0.83
C -3.64 1.76 0.05
O -2.80 2.37 -0.94
O -3.68 3.77 1.52
H -5.09 2.21 1.51
H -5.14 3.30 0.17
H -4.41 1.17 -0.46
H -3.01 1.07 0.61
H -2.56 1.62 -1.51
H -4.03 3.76 2.41
C 3.03 0.47 -4.14
C 3.19 0.00 -2.68
O 3.07 1.07 -1.75
O 2.72 -0.55 -5.06
H 3.95 1.00 -4.39
H 2.23 1.22 -4.22
H 4.11 -0.54 -2.47
H 2.41 -0.74 -2.47
H 3.85 1.63 -1.85
H 1.76 -0.59 -5.12
C 2.10 -1.67 4.04
C 0.90 -2.10 3.20
O 0.58 -3.46 3.47
O 3.26 -2.31 3.56
H 1.89 -1.90 5.09
H 2.18 -0.59 3.92
H 1.18 -1.93 2.15
H 0.04 -1.47 3.43
H -0.35 -3.56 3.25
H 3.12 -3.26 3.50
*
```

Here are the Mulliken charges for atoms 1 to 5, given in e:
1. C -0.260
2. C -0.606
3. O -0.438
4. O -0.506
5. H 0.325

***

5.
C3H11N2 | ωB97M-V with the def2-TZVPD basis set

Results
- energy relative to the best compared isomer or geometry (same formula, charge and spin) (kcal/mol) = 59.51
- largest force on an atom (eV/A) = 4.0
- electronic energy (eV) = -6261.0010

```
! wB97M-V def2-TZVPD RIJCOSX def2/J DEFGRID3
* xyz 1 1
C 2.59 -0.07 0.40
N 1.58 0.41 1.05
H 3.09 -1.06 0.60
H 2.95 0.33 -0.56
H 0.28 0.80 0.11
H 1.59 0.17 2.05
C -1.55 -0.06 0.89
N -0.82 0.48 -0.31
C -0.88 -0.44 -1.57
H -2.17 -0.82 0.59
H -2.06 0.84 1.26
H -0.81 -0.47 1.66
H -1.03 1.46 -0.59
H -0.47 -1.44 -1.42
H -1.90 -0.31 -1.93
H -0.40 0.16 -2.24
*
```

Here are the Mulliken charges for atoms 1 to 5, given in e:
1. C -0.248
2. N -0.537
3. H 0.255
4. H 0.281
5. H 0.483

***

- electronic energy of number 4 (C22H66O22)?
  -68914.1654 eV

***

- What is the formula in the fifth record?
  C3H11N2

***

- What is the largest force on an atom in the first record?
  0.6 eV/A